The following is a DFT calculation (ωB97M-V/def2-TZVPD) of a structure of composition C43H49BrKN4O9P2Te.

The geometry in ORCA input format:
```
! RIJCOSX wB97M-V def2-TZVPD def2/J DEFGRID3
* xyz -2 2
K 0.648 1.522 1.411
O 2.732 -1.333 -1.726
C 2.462 -2.492 -1.103
C 2.809 -3.692 -1.717
C 2.509 -4.900 -1.116
C 1.848 -4.926 0.099
C 1.533 -3.731 0.729
C 1.850 -2.514 0.158
C 1.584 -1.185 0.841
O 0.931 -0.304 0.006
N 2.890 -0.624 1.251
N 2.845 0.201 2.393
C 2.879 -0.486 3.511
C 2.904 0.064 4.782
Br 2.749 2.017 4.760
C 3.126 -0.468 6.053
C 3.404 -1.774 6.507
C 3.765 -1.940 7.873
C 4.078 -3.164 8.405
C 4.042 -4.312 7.617
C 3.655 -4.186 6.286
C 3.344 -2.965 5.743
H 2.122 -0.663 -1.324
H 3.314 -3.660 -2.672
H 2.779 -5.824 -1.614
H 1.596 -5.871 0.563
H 1.044 -3.750 1.693
H 1.019 -1.379 1.778
H 3.195 -0.030 0.480
H 2.936 -1.573 3.431
H 3.140 0.269 6.845
H 3.803 -1.058 8.500
H 4.357 -3.245 9.451
H 4.295 -5.280 8.030
H 3.586 -5.070 5.662
H 3.036 -2.924 4.712
N -2.626 5.305 0.977
C -1.189 4.944 1.031
C -0.306 6.165 1.065
P -1.120 3.965 2.625
O 0.289 4.501 3.247
O -2.284 4.532 3.393
O -1.062 2.491 2.445
P -0.971 3.876 -0.477
O -0.238 4.901 -1.470
O -2.403 3.677 -0.897
O -0.101 2.701 -0.189
H -2.951 5.066 1.960
H -2.943 4.626 0.174
H -2.797 6.276 0.727
H -0.430 6.699 2.009
H -0.531 6.810 0.214
H 0.732 5.856 0.974
H 0.682 3.793 3.760
H -0.205 4.297 -2.255
C -7.041 1.798 -3.271
C -5.636 1.495 -2.830
C -4.698 0.975 -3.704
C -3.417 0.653 -3.271
C -2.427 0.093 -4.243
C -3.060 0.816 -1.935
Te -1.079 0.357 -1.064
N 0.308 0.800 -2.337
C 0.485 1.997 -2.820
O -0.368 2.883 -3.040
C 1.941 2.241 -3.134
C 2.816 2.202 -2.056
C 4.167 2.426 -2.237
C 4.657 2.682 -3.509
C 3.795 2.701 -4.591
C 2.438 2.491 -4.405
C -1.249 -1.734 -1.601
C -2.077 -2.453 -0.732
C -2.965 -1.734 0.233
C -2.131 -3.839 -0.765
C -1.366 -4.565 -1.659
C -1.381 -6.065 -1.671
C -0.582 -3.854 -2.548
C -0.500 -2.464 -2.530
C 0.379 -1.838 -3.568
C -3.995 1.366 -1.050
C -3.718 1.550 0.414
C -5.259 1.707 -1.513
H -7.235 1.381 -4.258
H -7.210 2.874 -3.313
H -7.759 1.374 -2.567
H -4.968 0.812 -4.741
H -2.621 0.454 -5.254
H -2.483 -0.998 -4.249
H -1.425 0.390 -3.943
H 2.419 1.987 -1.076
H 4.834 2.398 -1.385
H 5.715 2.858 -3.654
H 4.184 2.881 -5.587
H 1.766 2.507 -5.251
H -3.660 -1.104 -0.325
H -2.369 -1.105 0.898
H -3.542 -2.438 0.836
H -2.782 -4.361 -0.072
H -2.189 -6.446 -1.049
H -0.434 -6.442 -1.286
H -1.511 -6.441 -2.685
H 0.019 -4.398 -3.266
H 1.175 -2.528 -3.843
H 0.816 -0.917 -3.192
H -0.195 -1.609 -4.467
H -2.678 1.809 0.590
H -3.952 0.642 0.972
H -4.335 2.354 0.814
H -5.973 2.138 -0.822
*
```

Calculated values
- Gap between HOMO and LUMO (spin up / spin down): 4.0 / 5.9 eV
- Energy above the lowest of the compared OMol25 structures with the same formula, charge and spin: 0.0 kJ/mol
- Calculated total energy: -6689.05494 Eh